Record 1
This record from OMol25 describes a structure of composition C53H45Cl3N4O5STc. The level of theory is the ωB97M-V functional and the def2-TZVPD basis.

Results
largest force on an atom = 0.784 eV/Å
energy above the lowest of the compared OMol25 structures with the same formula, charge and spin = 0.0 kJ/mol
spin multiplicity = 2
highest occupied orbital energy (alpha / beta) = -13.369 / -13.369 eV
E_tot = -4500.90533 Ha
net charge = +2
E_LUMO (alpha / beta) = -7.31 / -7.17 eV
⟨S²⟩ = 0.75

Structure (XYZ):
```
112
Properties=species:S:1:pos:R:3:forces:R:3:mulliken_spin:R:1
Tc 0.0772 -0.0263 0.0854 0.584 0.080 0.003 0.798
Cl -5.0338 -2.1706 -5.9602 0.051 0.043 0.013 0.000
Cl -1.2469 4.8228 -2.4755 -0.093 -0.075 -0.106 0.000
Cl -0.7935 0.4409 -7.9151 -0.052 0.030 0.042 0.000
S -4.1192 5.0061 -3.2326 -0.172 0.048 0.160 0.000
O 0.1088 -1.8005 0.3136 -0.119 -0.386 0.087 -0.013
O 1.4074 1.0408 0.6549 0.449 0.109 0.065 0.177
O 2.1944 0.3501 3.5278 -0.075 0.070 -0.075 -0.002
O 0.5749 -1.2244 3.7913 0.064 0.190 0.329 0.006
O -0.9256 3.1634 -6.2918 -0.040 0.300 0.314 0.000
N 0.5033 0.7115 -3.9660 0.316 0.054 -0.407 0.003
N -2.6764 4.5164 3.5521 0.034 -0.055 -0.070 -0.001
N -1.4139 1.4347 0.1319 -0.433 -0.542 0.366 -0.032
N 0.2176 -0.0161 -1.9415 -0.069 -0.071 0.043 0.064
C 2.2049 -0.9977 5.5378 0.054 -0.083 0.085 0.000
C 0.3085 1.0703 -2.7043 -0.170 -0.184 0.076 0.001
C -2.6456 -4.5871 2.3745 0.012 0.031 -0.006 0.000
C 3.2902 0.2432 -1.2409 0.071 0.041 0.005 -0.004
C -3.6405 2.0160 -0.4823 0.011 0.013 -0.059 -0.007
C 0.3746 -1.1221 -2.7666 0.056 0.308 0.132 0.011
C 4.5223 -2.2087 -0.9384 -0.031 -0.003 0.027 0.002
C 1.8260 -3.9674 0.4813 0.013 -0.111 -0.061 -0.001
C 0.3254 -2.3141 1.6869 -0.204 0.057 -0.092 0.009
C -3.5765 4.7717 -5.7128 0.197 -0.060 -0.015 0.000
C -2.6274 2.9856 1.4626 -0.062 0.210 0.173 -0.002
C -2.3113 4.7236 -5.0395 0.056 -0.004 -0.242 0.000
C 2.6300 0.3895 1.1673 0.137 0.107 -0.109 -0.003
C -3.5948 -3.6904 2.8377 -0.002 -0.001 0.005 0.001
C 3.9073 -0.3532 -2.3254 0.014 -0.040 0.046 -0.001
C -1.4903 2.2532 1.1995 0.175 -0.007 -0.237 0.019
C -3.2731 -2.3433 2.9522 0.049 -0.005 -0.019 0.004
C 0.4744 0.8013 5.1065 -0.058 0.118 0.088 0.001
C 2.7475 -4.9392 2.9126 0.000 0.011 0.000 0.000
C -1.9254 1.0803 -5.5167 -0.124 0.111 0.067 -0.001
C -2.4829 4.8429 -3.6950 0.207 -0.094 0.096 0.000
C 5.7349 2.1068 2.4812 0.001 -0.050 0.009 0.001
C 1.8150 -3.9147 2.8858 0.068 -0.025 0.015 0.001
C 4.1777 3.8160 1.8487 -0.129 -0.048 -0.046 0.003
C -2.9094 -0.7348 -6.7816 0.004 -0.030 -0.035 0.000
C -3.8528 -0.1298 -4.6502 0.050 0.107 0.074 0.000
C 3.5880 1.4983 1.5918 -0.160 0.015 -0.075 0.000
C -1.3730 -4.1449 2.0347 -0.033 -0.041 0.008 0.004
C 4.8285 1.1328 2.0965 0.168 -0.039 0.048 -0.001
C -4.6244 4.9125 -4.8676 -0.104 0.008 -0.004 0.000
C 1.3783 -0.2505 4.5257 0.034 -0.136 -0.208 -0.006
C -2.8943 0.8650 -4.5403 -0.147 -0.002 0.058 0.000
C 3.2541 -0.3887 0.0071 -0.053 0.049 -0.077 -0.020
C 3.2616 2.8388 1.4674 0.028 0.102 0.027 0.003
C 2.7468 -5.0104 0.5137 -0.029 0.062 -0.017 0.001
C -3.8481 -0.9283 -5.7812 -0.048 -0.093 -0.082 0.000
C -1.0399 -2.8021 2.1560 -0.005 0.098 -0.057 -0.027
C -1.9581 0.2641 -6.6394 0.076 -0.180 -0.169 0.000
C -0.9226 2.1782 -5.2789 0.056 0.178 -0.286 0.001
C 2.2248 -0.4747 2.3809 -0.157 0.030 0.151 0.047
C 3.8948 -1.6109 0.1517 0.013 -0.077 -0.010 0.013
C 0.5057 1.6566 -5.0946 -0.032 -0.193 0.104 -0.001
C -2.0044 -1.9027 2.6094 -0.096 0.036 0.002 0.000
C -3.7273 2.8570 0.6125 -0.100 0.076 0.045 0.004
C -1.0019 4.5017 -5.7441 -0.100 -0.330 -0.026 0.000
C 4.5234 -1.5929 -2.1772 -0.009 0.044 0.008 -0.001
C -2.4714 1.3140 -0.6955 0.109 0.231 0.034 -0.003
C 0.5433 -0.6638 -4.0307 -0.106 0.125 -0.107 -0.003
C 5.4109 3.4523 2.3569 0.073 -0.030 0.023 0.000
C 3.2153 -5.4912 1.7252 -0.013 -0.004 0.019 0.000
C 0.7910 -1.0527 2.4564 -0.138 0.001 -0.482 -0.119
C -2.6530 3.8450 2.6213 -0.078 -0.079 -0.143 -0.001
C 1.3635 -3.4138 1.6647 0.013 0.094 0.012 -0.005
H 0.0902 -0.1891 2.1032 -0.032 -0.077 0.066 0.066
H 0.2300 2.0951 -2.3713 0.011 -0.032 0.014 -0.002
H -1.7769 -0.8483 2.7374 -0.005 -0.063 0.022 -0.009
H 3.0952 -5.3213 3.8637 -0.005 0.000 -0.018 0.000
H -2.9183 1.5376 -3.6854 -0.010 -0.021 -0.050 0.000
H -0.6054 2.3320 1.8192 -0.029 -0.063 0.044 0.007
H -3.6788 4.7007 -6.7875 0.022 0.008 0.045 0.000
H 6.1222 4.2113 2.6543 -0.009 -0.013 -0.002 0.000
H 2.8295 -0.2935 6.0865 -0.014 -0.020 -0.003 0.000
H 1.1888 2.4745 -4.8717 -0.007 0.026 0.020 0.000
H 5.0996 0.0856 2.1897 -0.016 0.057 -0.014 0.000
H -0.1644 4.6823 -5.0640 0.007 -0.022 0.007 0.000
H -4.6115 -0.2751 -3.8919 0.032 0.011 -0.025 0.000
H -0.1164 1.2698 4.3155 0.011 -0.028 0.024 0.000
H 2.8764 1.2391 -1.3434 -0.012 0.001 0.006 0.003
H 1.4230 -3.5178 3.8134 -0.002 -0.009 -0.019 0.000
H -4.0055 -1.6390 3.3260 0.011 -0.019 -0.002 0.000
H 2.8473 -1.7264 5.0407 -0.007 0.028 0.012 0.000
H 0.6696 -1.1865 -4.9641 0.003 0.034 0.017 0.000
H -4.4676 1.9023 -1.1691 -0.003 0.006 0.024 0.000
H 1.4763 -3.5962 -0.4732 -0.009 -0.001 0.037 0.000
H -2.8895 -5.6369 2.2786 0.005 0.017 0.012 0.000
H -4.5801 -4.0388 3.1181 0.008 0.010 -0.015 0.000
H 1.0722 1.5733 5.5908 -0.022 -0.014 -0.010 0.000
H 0.8570 1.1406 -5.9834 0.012 -0.031 0.038 0.000
H 6.6989 1.8146 2.8767 -0.016 0.006 -0.007 0.000
H -0.8932 5.1744 -6.5894 -0.031 -0.032 -0.102 0.000
H 5.0254 -2.0580 -3.0161 -0.021 0.013 0.021 0.000
H 3.9292 -2.1263 1.1025 0.016 0.003 -0.050 0.001
H 2.2975 3.1366 1.0768 0.013 -0.003 0.010 0.003
H -2.9168 -1.3545 -7.6679 -0.004 0.016 0.022 0.000
H 5.0162 -3.1624 -0.8048 -0.003 0.013 0.003 0.000
H 3.9437 0.1616 -3.2781 -0.006 -0.011 0.024 0.000
H -0.6412 -4.8571 1.6774 -0.006 0.007 0.021 0.000
H -2.3498 0.6531 -1.5442 -0.022 -0.059 0.036 -0.001
H 3.9287 -6.3044 1.7497 -0.003 0.018 -0.005 0.000
H -5.6722 4.9955 -5.1122 0.041 -0.008 0.014 0.000
H 3.9194 4.8623 1.7498 -0.010 -0.018 -0.007 0.000
H 0.3458 -2.1297 -2.3908 0.014 0.028 0.036 0.001
H 2.9370 -1.2935 2.4943 0.020 -0.016 0.084 0.014
H 1.5591 -1.5208 6.2437 0.014 0.019 -0.027 0.000
H -0.1971 0.3591 5.8418 0.024 0.014 -0.015 0.000
H 3.0954 -5.4458 -0.4141 -0.012 0.007 0.008 0.000
H -4.6340 3.4125 0.8178 0.032 -0.001 -0.019 0.000
H -1.2221 2.6313 -4.3347 0.017 0.112 0.190 0.000
```
Positions in Å, forces in eV/Å.

---

Record 2
This record from OMol25 describes a cluster of 3 separate species, CH10N3 in total. The level of theory is the ωB97M-V functional and the def2-TZVPD basis.

Results
largest force on an atom = 1.910 eV/Å
energy above the lowest of the compared OMol25 structures with the same formula, charge and spin = 68.8 kJ/mol
highest occupied orbital energy = -14.831 eV
E_tot = -208.10830 Ha
net charge = +1
E_LUMO = -3.66 eV

Structure (XYZ):
```
14
Properties=species:S:1:pos:R:3:forces:R:3:mulliken_charge:R:1
N -0.4855 0.4573 0.8163 0.149 1.176 0.235 -0.128
N -1.2977 -1.4036 -1.2180 -0.881 -0.434 -0.631 -0.764
N 2.3069 0.6273 0.7448 0.717 0.226 0.266 -0.906
C -1.2890 0.6579 -0.1822 1.126 -0.944 1.221 -0.202
H -0.8528 0.8201 -1.1457 -0.338 0.351 -0.264 0.307
H 0.5680 0.4267 0.7459 -0.303 -0.002 -0.493 0.389
H -1.9292 -2.1278 -0.8807 0.247 -0.021 0.424 0.285
H -0.3585 -1.7911 -1.2357 -0.033 -0.040 0.088 0.287
H 2.3124 0.8886 1.7306 0.109 0.041 0.003 0.282
H 3.0648 -0.0513 0.6775 -0.325 -0.290 -0.039 0.257
H -1.6004 -1.3359 -2.1910 0.299 0.232 -0.016 0.306
H 2.7162 1.4347 0.2752 -0.332 0.087 -0.058 0.271
H -0.8318 0.6382 1.7506 -0.232 -0.598 -0.002 0.274
H -2.3236 0.7589 0.1125 -0.204 0.214 -0.733 0.342
```
Positions in Å, forces in eV/Å.

---

What is the E_tot in the first record?
-4500.90533 Ha

---

Which value of E_tot does entry 1 give?
-4500.90533 Ha

---

The highest energy above the lowest of the compared OMol25 structures with the same formula, charge and spin belongs to which entry?
CH10N3

---

The lowest energy above the lowest of the compared OMol25 structures with the same formula, charge and spin belongs to which entry?
C53H45Cl3N4O5STc